ORCA calculation (ωB97M-V/def2-TZVPD) on a cluster of 14 separate species, C44H99BrFN5O15S in total.

As for the energy: -6210.064937 Eh. The multiplicity is 1. For the orbital gap, the calculation gives 8.4788 eV. The molar mass is 1069.26 u.

Positions of all 166 atoms, in Å:
1 C -5.52 0.23 2.60
2 C -5.05 0.85 1.26
3 C -3.88 0.09 0.66
4 C -4.27 -1.32 0.17
5 C -3.52 -1.75 -1.10
6 C -2.27 -2.55 -0.79
7 C -1.56 -3.05 -2.04
8 C -0.06 -3.28 -1.82
9 C 0.83 -3.17 -3.06
10 C 2.25 -2.75 -2.68
11 C 2.46 -1.25 -2.54
12 C 1.87 -0.71 -1.27
13 C 2.54 -0.95 -0.07
14 C 1.99 -0.55 1.13
15 C 0.78 0.15 1.22
16 C 0.15 0.45 0.00
17 O -1.07 1.14 0.03
18 N -0.89 2.45 -0.45
19 O -1.93 2.96 -0.59
20 C 0.65 0.02 -1.24
21 C -0.12 0.29 -2.52
22 C 0.36 1.47 -3.41
23 N 0.95 0.93 -4.67
24 N 1.32 2.32 -2.72
25 N -0.80 2.25 -3.82
26 N 0.24 0.47 2.52
27 C 1.20 1.11 3.40
28 C 2.48 0.53 3.53
29 C 3.49 1.06 4.33
30 C 3.23 2.21 5.07
31 C 4.31 2.82 5.93
32 C 4.74 4.22 5.45
33 C 3.78 5.32 5.87
34 F 4.46 6.47 6.24
35 C 1.95 2.77 4.99
36 C 0.92 2.25 4.19
37 C -0.38 2.99 4.38
38 Br -1.43 3.33 2.81
39 C -1.25 2.35 5.48
40 C -1.51 0.87 5.29
41 S 2.80 -0.95 2.63
42 H -5.28 0.90 3.42
43 H -6.58 0.01 2.62
44 H -4.97 -0.69 2.79
45 H -5.88 0.89 0.55
46 H -4.76 1.88 1.45
47 H -3.13 -0.01 1.44
48 H -3.43 0.66 -0.15
49 H -5.35 -1.41 0.05
50 H -3.96 -2.03 0.94
51 H -4.18 -2.39 -1.69
52 H -3.29 -0.89 -1.74
53 H -2.62 -3.41 -0.21
54 H -1.60 -1.95 -0.17
55 H -1.99 -4.02 -2.29
56 H -1.73 -2.41 -2.91
57 H 0.30 -2.66 -1.00
58 H 0.05 -4.31 -1.48
59 H 0.41 -2.57 -3.85
60 H 0.92 -4.17 -3.48
61 H 2.93 -3.13 -3.43
62 H 2.48 -3.27 -1.75
63 H 3.54 -1.08 -2.55
64 H 2.05 -0.76 -3.41
65 H 3.48 -1.49 -0.07
66 H -0.12 -0.59 -3.14
67 H -1.15 0.46 -2.22
68 H 1.85 1.36 -4.85
69 H 0.33 1.19 -5.42
70 H 1.39 3.22 -3.19
71 H 2.25 1.92 -2.74
72 H -1.52 2.27 -3.11
73 H -0.55 3.20 -4.05
74 H 0.04 -0.43 2.95
75 H 4.45 0.59 4.40
76 H 3.98 2.86 6.97
77 H 5.18 2.17 5.85
78 H 4.79 4.16 4.37
79 H 5.74 4.45 5.82
80 H 3.11 5.56 5.05
81 H 3.16 4.99 6.70
82 H 1.73 3.65 5.58
83 H -0.10 3.97 4.75
84 H -0.77 2.55 6.43
85 H -2.21 2.86 5.49
86 H -2.13 0.48 6.10
87 H -0.59 0.29 5.28
88 H -2.03 0.70 4.35
89 C -2.89 3.69 -6.73
90 O -3.31 2.58 -5.96
91 H -3.69 3.91 -7.44
92 H -2.73 4.58 -6.10
93 H -1.98 3.46 -7.28
94 H -2.61 2.38 -5.33
95 C 0.79 -4.97 2.01
96 O 1.29 -4.67 0.70
97 H 0.25 -5.91 1.93
98 H 1.61 -5.07 2.72
99 H 0.10 -4.19 2.35
100 H 1.76 -3.83 0.76
101 C 4.65 -6.17 1.35
102 O 3.65 -6.94 2.00
103 H 5.34 -5.82 2.11
104 H 5.20 -6.77 0.62
105 H 4.20 -5.31 0.85
106 H 3.03 -7.24 1.34
107 C 0.93 6.15 9.07
108 O 1.53 6.50 7.82
109 H 0.34 5.25 8.90
110 H 1.69 5.93 9.82
111 H 0.28 6.94 9.44
112 H 2.06 7.29 7.96
113 C 4.53 -4.01 4.45
114 O 3.45 -4.46 3.63
115 H 4.47 -2.93 4.50
116 H 4.44 -4.42 5.46
117 H 5.49 -4.30 4.02
118 H 3.52 -5.43 3.58
119 C -4.45 2.05 7.77
120 O -3.11 1.92 8.23
121 H -4.57 1.35 6.94
122 H -5.17 1.79 8.55
123 H -4.66 3.06 7.41
124 H -2.99 2.54 8.96
125 C 7.30 -8.85 -0.33
126 O 7.42 -7.46 -0.61
127 H 6.30 -9.02 0.05
128 H 7.44 -9.45 -1.23
129 H 8.02 -9.17 0.43
130 H 8.30 -7.30 -0.94
131 C -1.88 -6.52 -0.40
132 O -3.15 -6.08 -0.89
133 H -1.28 -5.64 -0.17
134 H -2.01 -7.12 0.51
135 H -1.36 -7.11 -1.16
136 H -3.66 -6.87 -1.09
137 C -4.57 4.13 -2.29
138 O -5.53 4.45 -1.30
139 H -5.10 3.76 -3.17
140 H -3.99 5.02 -2.58
141 H -3.89 3.35 -1.94
142 H -5.06 4.78 -0.53
143 C -5.35 3.27 -9.85
144 O -5.75 2.16 -9.05
145 H -6.14 3.48 -10.56
146 H -5.19 4.16 -9.23
147 H -4.43 3.04 -10.40
148 H -5.05 1.97 -8.42
149 C -8.09 5.98 -10.39
150 O -7.00 5.59 -11.22
151 H -7.73 5.97 -9.36
152 H -8.43 6.99 -10.63
153 H -8.93 5.29 -10.48
154 H -7.30 5.60 -12.13
155 C 6.66 -0.60 -1.05
156 O 5.36 -0.06 -1.28
157 H 6.75 -1.49 -1.68
158 H 7.44 0.11 -1.33
159 H 6.79 -0.90 -0.01
160 H 5.27 0.72 -0.72
161 C 3.09 -2.04 -6.66
162 O 1.78 -1.51 -6.86
163 H 3.11 -3.03 -7.11
164 H 3.85 -1.41 -7.14
165 H 3.33 -2.13 -5.60
166 H 1.76 -0.64 -6.45

Atomic partial charges in e from the Löwdin method, atoms 1 to 2: number 1, C, carries -0.097; number 2, C, carries -0.254

=====

ORCA calculation (ωB97M-V/def2-TZVPD) on a cluster of 9 separate species, C45H100F8N9O16S8 in total in a non-equilibrium geometry.

Its energy above the lowest of the compared OMol25 structures with the same formula, charge and spin is 478.0 kJ/mol. As for the energy: -7455.246817 Eh. As for the total charge: +1. The multiplicity is 1. For the orbital gap, the calculation gives 8.0316 eV. The molar mass is 1431.86 u.

Positions of all 186 atoms, in Å:
1 C -1.45 1.86 -2.99
2 C -1.20 0.83 -4.10
3 C -2.31 0.90 -5.18
4 N -2.03 0.02 -6.38
5 C -3.10 0.34 -7.44
6 C -3.15 -0.67 -8.55
7 C -3.17 -2.13 -8.10
8 C -2.08 -2.42 -7.07
9 C -2.07 -1.40 -5.93
10 C -0.72 0.34 -7.04
11 H -2.43 1.64 -2.57
12 H -1.37 2.91 -3.26
13 H -0.64 1.70 -2.28
14 H -1.15 -0.12 -3.57
15 H -0.23 1.05 -4.55
16 H -2.36 1.91 -5.61
17 H -3.30 0.73 -4.77
18 H -4.05 0.43 -6.91
19 H -2.87 1.35 -7.78
20 H -3.97 -0.48 -9.25
21 H -2.33 -0.50 -9.26
22 H -4.14 -2.25 -7.61
23 H -3.02 -2.82 -8.93
24 H -2.33 -3.43 -6.76
25 H -1.09 -2.50 -7.53
26 H -2.94 -1.62 -5.31
27 H -1.25 -1.64 -5.26
28 H -0.64 1.33 -7.50
29 H -0.61 -0.38 -7.84
30 H 0.08 0.23 -6.32
31 C -6.28 7.11 1.80
32 C -5.55 5.97 2.52
33 C -4.23 5.59 1.87
34 N -3.48 4.42 2.51
35 C -4.31 3.16 2.49
36 C -4.46 2.42 1.17
37 C -3.12 2.29 0.45
38 C -2.36 3.62 0.41
39 C -2.13 4.26 1.79
40 C -3.17 4.73 3.94
41 H -5.60 7.91 1.51
42 H -7.03 7.47 2.50
43 H -6.71 6.82 0.84
44 H -6.27 5.15 2.57
45 H -5.28 6.32 3.51
46 H -3.47 6.37 1.84
47 H -4.41 5.23 0.85
48 H -5.19 3.29 3.13
49 H -3.77 2.45 3.12
50 H -5.20 2.98 0.58
51 H -4.83 1.41 1.36
52 H -3.39 2.04 -0.58
53 H -2.48 1.49 0.81
54 H -2.91 4.29 -0.25
55 H -1.39 3.31 0.02
56 H -1.72 5.27 1.76
57 H -1.48 3.63 2.38
58 H -4.10 4.81 4.49
59 H -2.64 5.68 4.03
60 H -2.64 3.89 4.37
61 C 5.05 -0.93 -0.38
62 C 5.57 0.26 -1.18
63 C 7.00 0.62 -0.79
64 N 7.56 1.93 -1.35
65 C 6.68 3.07 -0.84
66 C 7.30 4.41 -1.14
67 C 8.68 4.52 -0.51
68 C 9.59 3.41 -1.05
69 C 9.00 2.03 -0.90
70 C 7.56 1.86 -2.85
71 H 5.61 -1.83 -0.64
72 H 4.03 -1.24 -0.56
73 H 5.19 -0.79 0.69
74 H 4.92 1.13 -1.02
75 H 5.53 0.10 -2.26
76 H 7.65 -0.18 -1.16
77 H 7.27 0.57 0.27
78 H 6.40 2.82 0.19
79 H 5.72 2.91 -1.34
80 H 6.61 5.20 -0.86
81 H 7.29 4.57 -2.22
82 H 8.49 4.30 0.55
83 H 9.12 5.50 -0.67
84 H 10.53 3.49 -0.50
85 H 9.83 3.66 -2.09
86 H 9.08 1.68 0.13
87 H 9.57 1.31 -1.48
88 H 6.58 1.67 -3.27
89 H 8.32 1.11 -3.09
90 H 7.90 2.82 -3.24
91 C -3.32 -5.88 -3.75
92 C -2.45 -4.77 -3.15
93 C -2.95 -4.40 -1.74
94 N -1.96 -3.65 -0.87
95 C -2.39 -3.58 0.58
96 C -3.71 -2.82 0.67
97 C -3.54 -1.37 0.24
98 C -3.04 -1.38 -1.22
99 C -1.73 -2.22 -1.33
100 C -0.57 -4.25 -0.92
101 H -2.80 -6.38 -4.56
102 H -4.21 -5.53 -4.28
103 H -3.77 -6.58 -3.05
104 H -2.47 -3.88 -3.77
105 H -1.43 -5.14 -3.09
106 H -3.11 -5.31 -1.15
107 H -3.91 -3.91 -1.75
108 H -2.41 -4.59 1.01
109 H -1.60 -3.04 1.10
110 H -4.54 -3.30 0.15
111 H -4.15 -2.89 1.67
112 H -4.47 -0.84 0.42
113 H -2.79 -0.85 0.83
114 H -3.71 -1.76 -1.99
115 H -2.90 -0.34 -1.53
116 H -1.34 -2.20 -2.34
117 H -1.00 -1.78 -0.66
118 H -0.18 -4.05 -1.91
119 H -0.72 -5.32 -0.76
120 H 0.07 -3.75 -0.20
121 C 3.70 -4.17 6.74
122 C 2.73 -3.49 5.72
123 C 1.50 -4.34 5.48
124 N 0.51 -3.76 4.47
125 C -0.18 -2.47 5.02
126 C -1.10 -2.75 6.18
127 C -2.13 -3.74 5.66
128 C -1.49 -5.07 5.31
129 C -0.45 -4.91 4.21
130 C 1.17 -3.39 3.17
131 H 4.50 -3.49 7.00
132 H 4.02 -5.17 6.43
133 H 3.16 -4.38 7.67
134 H 3.29 -3.33 4.80
135 H 2.32 -2.55 6.09
136 H 0.99 -4.67 6.38
137 H 1.90 -5.23 4.99
138 H 0.59 -1.72 5.22
139 H -0.68 -2.06 4.13
140 H -0.58 -3.16 7.05
141 H -1.56 -1.87 6.63
142 H -2.94 -3.78 6.39
143 H -2.66 -3.30 4.81
144 H -0.98 -5.54 6.15
145 H -2.30 -5.75 5.03
146 H 0.07 -5.83 3.96
147 H -0.96 -4.60 3.29
148 H 1.76 -4.24 2.84
149 H 1.78 -2.53 3.45
150 H 0.36 -3.12 2.51
151 N 0.18 -0.88 1.50
152 S 1.21 -0.21 0.54
153 O 2.50 0.30 0.96
154 O 0.59 0.49 -0.54
155 F 1.73 -1.62 -0.16
156 S -0.09 0.46 2.49
157 O -0.35 1.74 1.91
158 O 0.60 0.36 3.75
159 F -1.57 0.00 2.84
160 N 4.18 4.94 1.62
161 S 3.93 3.45 1.97
162 O 3.26 3.21 3.22
163 O 4.94 2.50 1.57
164 F 2.81 3.17 0.85
165 S 5.61 5.05 2.51
166 O 6.80 4.82 1.72
167 O 5.68 4.69 3.91
168 F 5.56 6.66 2.61
169 N -4.25 2.33 5.56
170 S -5.70 1.92 5.76
171 O -6.12 1.99 7.14
172 O -6.34 0.97 4.88
173 F -6.36 3.31 5.23
174 S -3.57 0.80 5.55
175 O -3.79 -0.01 4.39
176 O -3.55 0.10 6.82
177 F -2.02 1.20 5.38
178 N 2.75 -2.71 -4.43
179 S 2.21 -1.38 -3.90
180 O 1.07 -1.50 -3.06
181 O 2.37 -0.25 -4.78
182 F 3.36 -1.13 -2.83
183 S 1.40 -3.04 -5.38
184 O 1.10 -2.21 -6.51
185 O 0.32 -3.77 -4.78
186 F 2.17 -4.16 -6.29

Atomic partial charges in e from the Löwdin method, atoms 1 to 2: number 1, C, carries -0.083; number 2, C, carries -0.205

=====

> Which formula does entry 1 have?

C44H99BrFN5O15S

=====

> Look up the orbital gap of the second one.

8.0316 eV

=====

> What is the formula in the first record?

C44H99BrFN5O15S

=====

> Which value of multiplicity does entry 2 give?

1